# 1
Here is a 5-piece molecular cluster, C23H35B2ClIN4O4 overall in a non-equilibrium geometry from OMol25. Energies are from ωB97M-V with the def2-TZVPD basis set.

Output
Calculated total energy   -2225.1498 a.u.
LUMO level   2.32 eV
Max |F|   0.08209 Eh/bohr

The geometry in ORCA input format:
```
! RIJCOSX wB97M-V def2-TZVPD def2/J DEFGRID3
* xyz -1 1
C -1.2917 2.9858 1.8663
I 2.0674 -0.4228 -2.1608
C 8.2991 -0.5440 1.2460
H 1.9463 -7.0804 -1.9345
H 3.8949 2.1731 0.5471
C 2.3811 -6.0969 -1.8537
H 9.6714 1.0617 1.2705
H 2.4459 -2.9965 -1.1214
H 1.9156 2.1330 -1.0661
H -1.7572 -1.2913 0.8326
N 8.9300 0.5841 0.7945
B -4.0687 0.6001 -0.0022
C -7.9109 3.7167 -1.8419
H 8.5831 -1.0008 2.1795
H -4.0274 -1.0969 -0.9047
H -8.5146 1.8199 0.7780
C 2.1152 0.8013 0.6509
C -9.5414 3.3861 -0.3468
H 8.7579 1.8269 -0.9309
C -1.7110 -2.6790 2.4344
H 1.7243 1.4137 1.4818
H -1.7417 3.9904 1.7155
H -3.4714 1.3506 1.9995
C 3.6924 -5.7105 -2.2322
H 4.1209 0.6428 -0.3348
H 4.2017 0.6486 1.4404
C -7.4846 2.7333 -0.9867
H -10.4993 3.5482 0.1199
N -1.2535 -2.0088 1.3362
H -0.8041 -4.2491 3.6592
H -5.8347 0.7657 0.8844
H 6.7875 0.0913 -1.6084
C -0.0036 -2.4523 1.0205
H 6.6743 -1.7314 0.3973
H -3.9115 2.6209 0.8290
H 2.0228 -0.2844 0.8442
H -0.4660 2.7432 -2.2875
O -5.5078 0.5291 0.0180
C 3.6654 1.0892 0.5732
H 0.5200 -2.0329 0.1821
H -6.5384 2.2222 -1.0345
B -1.7760 2.0324 0.5619
C -8.5190 2.5236 -0.0391
H 4.4567 -6.3404 -2.6592
H 0.7588 -4.8385 -0.9688
H -1.7292 2.5922 2.8125
C -0.5291 2.7976 -1.1832
C 8.3921 0.9592 -0.4074
O -1.8008 2.9510 -0.6040
H 1.2777 -3.9709 1.9354
C -0.7401 -3.5712 2.8226
C 0.3466 -3.4260 1.9234
C -3.3389 1.6665 0.9378
H -7.4328 4.1715 -2.6937
C -0.0930 1.3130 -0.7331
H 4.6437 -3.6928 -2.0920
H -2.6842 -2.4661 2.8452
H 0.2007 3.5797 -0.8617
H -9.7209 4.8084 -1.8974
C 3.8180 -4.3719 -1.9559
N -9.1654 4.1056 -1.4484
H -0.1774 2.9972 1.8908
O -0.7818 0.9499 0.4021
O -3.4435 -0.3357 -0.8461
Cl -0.6265 0.3385 -2.2398
N 2.6361 -3.9398 -1.4221
C 7.4018 0.0646 -0.7227
C 1.5049 1.1542 -0.7388
C 7.3425 -0.8883 0.3257
C 1.7532 -4.9807 -1.3593
*
```

# 2
Here is C4H7NO2 as an isolated structure from OMol25. Energies are from ωB97M-V with the def2-TZVPD basis set.

Output
Calculated total energy   -361.7617 a.u.
LUMO level   0.52 eV
Max |F|   0.01166 Eh/bohr
ΔE to the lowest compared entry with this formula, charge and spin   312.9 kJ/mol

The geometry in ORCA input format:
```
! RIJCOSX wB97M-V def2-TZVPD def2/J DEFGRID3
* xyz 0 1
H -2.1417 0.4972 0.3057
C -1.3098 -0.1159 0.6486
H -1.4504 -0.5432 1.6432
H 2.1558 0.4235 0.9374
H 0.7529 0.2640 -2.4038
N 0.2041 -0.5425 -2.1264
C 1.1421 0.2441 1.3066
H -0.4206 -0.9537 -2.8107
C 0.1118 0.5719 0.2110
C -0.1020 -0.5370 -0.8514
H 1.0678 -0.7794 1.6978
O 0.1461 1.7320 -0.3368
H 0.9536 0.9444 2.1281
O -1.1097 -1.2055 -0.3491
*
```

# 3
Here is an isolated ion of composition C5H8NO2S2 and charge -1 in a non-equilibrium geometry from OMol25. Energies are from ωB97M-V with the def2-TZVPD basis set.

Output
Calculated total energy   -1196.8793 a.u.
LUMO level   3.28 eV
Max |F|   0.06640 Eh/bohr
ΔE to the lowest compared entry with this formula, charge and spin   420.0 kJ/mol

The geometry in ORCA input format:
```
! RIJCOSX wB97M-V def2-TZVPD def2/J DEFGRID3
* xyz -1 1
H 1.5871 -1.2829 1.6312
N 0.1812 0.0992 0.3481
S -3.3792 -0.2621 0.3521
C 0.0446 -1.1703 0.3678
H -2.5109 -0.6850 -2.0540
H -0.7829 2.2521 -1.8642
H -1.3681 1.4605 0.1316
O -3.7463 1.0761 -0.1612
C -0.6214 0.8818 -0.3343
O -2.3969 -0.3001 1.4691
C 0.8665 -1.9674 1.3189
H 0.1864 -2.3519 2.0388
S -1.0869 -2.0547 -0.5964
H 0.7813 1.3988 -2.0553
C 0.0405 1.8374 -1.3612
C -2.1162 -0.7749 -1.0556
H 1.3305 -2.9256 0.8735
H 0.6427 2.6413 -0.8504
*
```

# 4
Here is C6H3ClF3IrNO4S as an isolated structure in a non-equilibrium geometry from OMol25. Energies are from ωB97M-V with the def2-TZVPD basis set.

Output
Calculated total energy   -1847.8501 a.u.
LUMO level (alpha / beta)   -5.89 / -8.45 eV
Max |F|   0.02099 Eh/bohr

The geometry in ORCA input format:
```
! RIJCOSX wB97M-V def2-TZVPD def2/J DEFGRID3
* xyz 1 5
F 2.3710 4.2770 2.3766
O -1.6558 -0.3647 -0.2531
O -1.1977 -4.0288 -2.4536
C 1.4000 1.6624 4.3895
S 0.5078 2.5356 0.5617
C 1.2113 2.4381 3.2515
O -1.4196 -2.2628 -4.2029
N 0.5932 0.4524 2.0520
H 0.5894 -1.3497 3.0409
H 1.7176 2.1326 5.3105
F 0.3112 4.5836 2.9767
C 1.1799 0.2966 4.3347
C 0.8011 1.8036 2.0762
F 1.8516 4.3326 4.4771
H 1.3202 -0.3261 5.2069
O 1.1475 -0.7471 -1.0001
Cl -1.1172 -2.6147 -2.8175
C 0.7717 -0.2873 3.1338
C 1.4429 3.9423 3.2755
Ir -0.0114 -0.0800 0.0404
*
```

# 5
Here is C23H55BrN10O7P2W as an isolated structure in a non-equilibrium geometry from OMol25. Energies are from ωB97M-V with the def2-TZVPD basis set.

Output
Calculated total energy   -5307.2144 a.u.
LUMO level   -5.75 eV
Max |F|   0.02495 Eh/bohr

The geometry in ORCA input format:
```
! RIJCOSX wB97M-V def2-TZVPD def2/J DEFGRID3
* xyz 2 1
N 0.3925 0.7570 -2.2765
H -4.0356 -0.7739 2.5012
O 0.6458 -1.9322 -0.2851
H -0.5933 -1.4448 5.3451
H -1.5228 2.3727 -3.3909
N -0.3629 1.0187 -4.4991
H -1.0388 0.2635 -6.3734
H -2.2078 0.2817 3.5921
H -1.9055 -2.3534 -3.7867
H 1.0306 -5.0837 0.4069
W 0.1911 0.1436 -0.1314
H 3.1248 2.1185 0.8828
C 1.9195 -1.7880 4.7771
H 0.0879 3.5021 1.1900
C -0.0793 0.2392 -3.4170
H 0.6504 4.1652 -0.3454
H 2.8011 0.2696 2.1128
H 0.5698 -0.2887 -5.8594
O 1.0134 -4.3631 -0.2410
H 3.1360 -2.9573 -2.6572
C -2.3090 1.1854 2.9957
H -5.7764 1.8924 0.1844
H -2.7473 1.3959 -1.9532
C -4.9108 2.5223 0.3962
O 3.9523 -0.5647 -2.0827
O 2.3981 -0.1615 -0.2160
C 1.2193 0.5583 5.0874
C -0.9384 -2.0807 4.5399
H -2.0268 -2.1142 4.5750
H -3.5056 3.0175 -1.9973
H 3.7372 -3.4110 1.3329
H 0.5087 1.2919 4.7037
H -0.5955 3.1198 -4.7140
H -2.0712 -0.8105 -4.6286
H -2.8735 1.9159 3.5821
O 4.2095 -3.2978 0.4858
H -5.0842 3.5035 -0.0475
C 0.2284 3.2846 0.1374
N 0.6839 0.0974 2.0298
H 1.9416 3.0307 1.7748
H -0.8697 -2.0847 1.2188
N 1.1911 2.1416 0.0249
H -1.3247 1.5755 2.7704
C -3.5924 1.9930 -1.6261
N -3.0237 0.8836 1.7588
N -3.6817 1.9654 -0.1686
C 1.9366 0.9200 2.1938
N 1.2997 -0.5958 4.2042
H -1.0016 -2.0717 -5.2863
C 2.0972 2.1058 1.2284
P 1.5681 -2.9846 0.3148
C 3.2501 -2.8126 -0.4714
H 1.8782 -2.6079 4.0657
H -1.8259 3.6626 -0.2020
H -1.6924 -3.0718 2.4058
C 0.6241 -2.0732 -3.0170
O 1.8424 -3.0003 1.7745
H 0.1238 -2.7272 -2.3041
C -4.2590 0.1178 1.9139
H 1.8374 1.9390 -3.3011
C -1.3921 -2.0551 2.1524
H 2.8418 1.6650 -1.1908
H 2.8696 -4.4781 -1.8031
H 2.9687 -1.5695 4.9886
H -4.6243 -0.2012 0.9414
C -1.3720 -1.6023 -4.3717
H 1.9772 1.3676 3.1710
C -1.0948 2.8891 -0.4305
C 0.4671 -0.6957 3.0980
H -1.0577 2.7851 -1.5086
H -4.5008 1.5544 -2.0410
H 1.4454 -2.0869 5.7174
C 1.9954 2.3213 -1.2338
H 5.1260 -1.5593 0.7161
H 2.1912 1.0432 5.2159
H 4.8189 -0.8616 -2.4046
H -5.0368 0.6780 2.4354
H 0.8725 0.2472 6.0774
C 3.4389 -3.5525 -1.7979
P 3.5630 -1.0038 -0.6143
C -1.1585 2.2358 -4.4057
C -0.1164 0.5542 -5.8652
H -0.5635 -3.0930 4.6882
N -0.2849 -1.0770 -3.5534
O 4.8240 -0.7392 0.2724
C -2.6921 1.4765 0.6000
N -1.4128 1.6333 0.2391
H -4.8100 2.6500 1.4697
N -0.5503 -1.5525 3.2264
H 0.3421 1.3665 -6.4317
Br -1.9861 -1.0200 -0.8983
H 1.0154 -2.6728 -3.8438
H 1.4407 -1.5674 -2.5209
C 1.1612 2.0197 -2.4500
H 0.5145 2.8669 -2.6580
H -2.2878 -1.4490 2.0289
H -2.0287 2.1415 -5.0607
H 2.3651 3.3459 -1.2793
H 4.4958 -3.8010 -1.9035
*
```

# 6
Here is a 2-piece molecular cluster, FIO2S overall in a non-equilibrium geometry from OMol25. Energies are from ωB97M-V with the def2-TZVPD basis set.

Output
Calculated total energy   -946.1760 a.u.
LUMO level   -1.92 eV
Max |F|   0.07670 Eh/bohr
ΔE to the lowest compared entry with this formula, charge and spin   87.4 kJ/mol

The geometry in ORCA input format:
```
! RIJCOSX wB97M-V def2-TZVPD def2/J DEFGRID3
* xyz 0 1
O 2.3060 0.4259 -0.9839
O 1.1728 -1.2704 0.3941
S 1.4303 0.0781 0.1351
I -2.6614 -0.4046 -0.3146
F -2.2477 1.1709 0.7693
*
```

# 7
Here is a 12-piece molecular cluster, C44H122N14O13 overall in a non-equilibrium geometry from OMol25. Energies are from ωB97M-V with the def2-TZVPD basis set.

Output
Calculated total energy   -3493.8530 a.u.
SMILES string   COC[C@H](C)N.COC[C@H](C)N.COC[C@H](C)N.COC[C@H](C)N.COC[C@H](C)N.COC[C@H](C)N.COC[C@H](C)N.COC[C@H](C)N.COC[C@H](C)N.COCCNCCOC.NC(N)=O.NC(N)=O
LUMO level   -0.04 eV
Max |F|   0.15839 Eh/bohr
ΔE to the lowest compared entry with this formula, charge and spin   474.6 kJ/mol

The geometry in ORCA input format:
```
! RIJCOSX wB97M-V def2-TZVPD def2/J DEFGRID3
* xyz 0 1
C 5.9681 13.4541 -7.8160
C 6.6578 9.8734 -8.3049
N 7.5495 6.3503 -5.5634
H -2.1839 13.7644 -11.9713
H 13.3995 6.6707 -5.0556
H 11.1638 11.3469 -11.0578
H 4.3130 14.0707 -13.7957
H 0.3694 16.5369 -12.2694
H 1.8615 16.0404 -8.2134
H 0.6669 15.4953 -13.6085
H -0.2880 9.3946 -10.0072
H 7.6852 12.3531 -8.6299
C 7.5909 18.9272 -10.2396
H 13.6870 9.1437 -4.7667
H 7.7500 12.1269 -12.2063
H 6.3742 6.1434 -9.8710
C 4.8637 6.9422 -11.1899
O 2.5695 9.9388 -8.5854
O 10.4611 9.2846 -5.4127
H 0.3672 11.6486 -10.4482
C 2.2160 15.6250 -7.2700
C 12.8187 8.6944 -5.2488
H 3.2782 11.2614 -11.2645
H 0.8211 14.2388 -9.9425
H 11.7765 6.8499 -4.9329
H 1.9968 12.5306 -11.6609
C 8.0286 20.2745 -10.8590
H 4.8727 16.8038 -16.4018
H 7.1708 10.7655 -15.4135
H 11.5294 9.5028 -3.6780
H 5.5644 17.1985 -9.0245
C 4.7540 13.3048 -9.9148
O 3.5918 17.4085 -14.8958
H 9.4730 15.1354 -6.8673
C 5.2641 15.7819 -14.5296
H 7.2108 11.8793 -7.0737
H -0.6933 15.2162 -9.9454
C 2.1701 14.1092 -7.1988
C 5.5093 8.3713 -11.4066
H 11.7732 14.9428 -8.8676
N -1.0705 9.1502 -10.5972
C 10.1029 11.3908 -11.3041
O 9.8862 13.1098 -7.3471
O 4.8410 4.9363 -9.8139
H 3.0517 13.5038 -7.4096
H 6.3821 20.8680 -12.1176
H 7.2938 16.1064 -14.6778
H 4.0834 12.6815 -9.3232
H 4.9674 9.0290 -10.7270
C 0.7513 15.5480 -12.5230
H 6.0176 9.0033 -8.4507
H 3.5755 11.3007 -6.9350
H 7.4030 19.9392 -13.0103
H 6.5761 8.3344 -11.1862
C -0.2044 14.3108 -10.3049
H 6.2898 4.3522 -8.3906
C 10.7281 15.1636 -8.6504
C 10.7534 16.6994 -8.6903
H 5.1582 3.1169 -8.8400
H 5.2919 8.5885 -12.4524
C 5.2364 4.1798 -8.6115
N 4.3274 14.6702 -14.6084
H 9.5463 10.4539 -11.3281
N -1.6603 14.5840 -12.2435
H 9.0835 15.4976 -9.5218
H 9.4197 10.6073 -4.0024
H 3.9609 16.7869 -7.1245
N 3.3884 8.2928 -7.4640
H 6.9619 15.1177 -15.9375
O 3.8222 13.1996 -12.1705
O 6.0077 11.0552 -8.6240
H 5.3995 12.5752 -10.4039
H 9.5802 11.7674 -10.4248
H -0.9960 11.1969 -9.2861
C 3.2256 9.5280 -7.7010
H 7.5026 9.8375 -8.9928
H 4.7232 6.0898 -4.5923
H 8.2106 6.6907 -6.2470
H 5.1603 13.3274 -7.0953
H 10.7367 13.6644 -11.8478
O 5.8508 7.5167 -6.3026
C 7.0260 10.2388 -14.4702
H 8.1312 12.5911 -13.9260
H 5.5259 17.8634 -15.2060
C 11.7055 9.6072 -4.7486
C 0.3667 9.0931 -12.5756
N 10.0116 13.5553 -12.5424
H 4.1869 9.8093 -6.0477
H 3.8874 15.3923 -6.4368
H 4.7724 17.5758 -10.4926
H 4.0926 18.9642 -13.4768
H 4.9575 6.6452 -8.9104
H 2.9981 14.2746 -10.5358
C -0.7496 8.3996 -11.8490
C -0.3571 6.8614 -11.4132
H 13.9111 8.4014 -7.0336
N 9.4165 20.2247 -11.1068
H -1.5399 8.4015 -12.5997
H 1.2284 9.0887 -11.9082
H 0.0342 13.5062 -12.3495
H 0.4818 8.4760 -13.4668
N 5.6863 5.8926 -4.8242
H 7.0125 9.8488 -7.2745
H 8.2179 18.1546 -10.6847
H 11.5812 17.0006 -8.0483
H 4.5173 14.9382 -11.1236
C 1.3230 16.2468 -6.1003
C 6.3450 6.6954 -5.6057
H 6.6064 14.1532 -7.2757
H 0.3934 15.6786 -6.1344
H 5.0904 6.3809 -12.0963
N 3.6060 15.8557 -7.2889
H -2.1362 15.2838 -11.6922
O -0.1075 6.2483 -12.6608
H 1.8043 15.4209 -12.2720
H -1.1661 6.5013 -10.7777
H 2.7996 11.5550 -12.7729
H 3.8296 17.4047 -12.6823
H 10.9734 11.2869 -7.7809
C 2.9881 12.1249 -11.8631
H 11.0502 14.7262 -6.5510
H 7.6342 21.6537 -12.6651
H 4.8340 14.9333 -8.6995
H 2.5760 18.3568 -13.3418
H 7.8732 6.0114 -4.6687
C 5.7666 17.4293 -10.0704
N 12.6658 7.2833 -4.7293
H 8.5086 9.5232 -5.0348
H 9.2142 14.0149 -12.1265
H 7.8683 21.1130 -10.1813
H 10.9399 17.1648 -9.6582
N 9.8146 14.8239 -9.6997
C 5.2894 6.2500 -9.8704
C -0.2191 14.4602 -11.8870
H 0.1716 10.1357 -12.8268
C 6.7897 12.1766 -8.0341
C -0.2189 11.9079 -9.5665
H 9.4453 13.9279 -9.4151
H 12.5421 9.5870 -7.2481
O 8.0981 10.5432 -13.5004
H 1.4552 13.8115 -7.9658
C 11.0950 12.3303 -7.4900
O 1.9770 16.0036 -4.7856
H 2.2331 17.5876 -3.4074
H 0.5123 11.9170 -8.7582
H 8.0010 18.8762 -9.2309
H 6.8806 9.1822 -14.6946
H 1.0808 17.2938 -6.2823
H 4.2866 8.0368 -7.0794
H -0.4796 4.6114 -13.7438
C 3.9602 14.0130 -10.9763
H 6.9458 14.4286 -14.3331
H -0.3428 4.3488 -12.0359
N 3.7095 10.3113 -6.7827
H 10.6842 11.9060 -13.2987
H 2.7877 7.5569 -7.8068
O 6.2223 18.7330 -10.3325
H 1.6221 16.0146 -2.9222
H 5.2474 15.9113 -13.4474
C 4.8701 17.0017 -15.3299
H 0.5812 6.7397 -10.8719
O -0.9243 13.1122 -9.8883
C -0.8028 5.0009 -12.7784
H 9.9203 17.2330 -8.2327
H 6.1639 5.1715 -4.3028
H 6.0870 10.6588 -14.1096
H 3.0130 7.7939 -10.7201
H 4.6713 4.5521 -7.7570
H 6.3196 16.6544 -10.6012
H 9.1416 10.9222 -5.7290
C 6.6160 15.2872 -14.9179
N 5.5067 14.2505 -9.0179
C 3.5840 18.0037 -13.5592
H 11.5992 12.3856 -6.5252
N 3.3493 7.0374 -11.2986
C 9.3943 10.1572 -4.9948
C 12.8942 8.6798 -6.7570
C 10.2880 14.5654 -7.3134
H 9.5560 19.6559 -11.9297
H -1.7538 8.6019 -10.0946
H 2.9524 6.1979 -10.9012
H -1.8673 5.0412 -12.5476
C 8.3399 11.9139 -13.0977
C 7.4516 20.6795 -12.2117
H 9.4401 21.1164 -11.5807
H 12.0049 10.6250 -4.9984
C 9.8632 12.1624 -12.6291
H 1.7400 13.6296 -6.3195
H 0.5742 17.2173 -3.7970
H 3.4745 15.1972 -14.4866
H 11.6010 12.6697 -8.3938
H 12.3838 7.8437 -7.2349
C 1.5663 16.7764 -3.6998
*
```

# 8
Here is a 2-piece molecular cluster, C5H13NO2 overall in a non-equilibrium geometry from OMol25. Energies are from ωB97M-V with the def2-TZVPD basis set.

Output
Calculated total energy   -403.1997 a.u.
LUMO level (alpha / beta)   -3.48 / -8.88 eV
Max |F|   0.04475 Eh/bohr
ΔE to the lowest compared entry with this formula, charge and spin   115.7 kJ/mol

The geometry in ORCA input format:
```
! RIJCOSX wB97M-V def2-TZVPD def2/J DEFGRID3
* xyz 1 2
C 1.3764 -0.3095 -0.0880
H -0.5010 -3.2505 -0.1086
C -1.7737 1.6864 -0.4352
H -1.7568 2.7249 -0.0785
H 0.3693 -1.1994 1.5101
H 1.1088 -3.2236 0.2474
H 1.2714 0.3019 -0.9856
H 1.7282 3.1463 -0.1902
H 0.6264 3.6042 0.5880
C 0.2538 -1.2058 0.4203
H -1.9617 -1.1722 0.6254
H -1.3932 -0.7154 -0.9947
O 1.0426 2.7699 0.3451
H 1.7733 0.2986 0.7274
C -1.1489 -0.6878 0.0663
C 0.3642 -2.5857 -0.2349
N -1.3550 0.7177 0.4946
H 0.6493 -2.4359 -1.2738
H 2.2242 -0.9513 -0.3569
H -0.7879 1.0486 1.2795
O -2.1095 1.4385 -1.5577
*
```